1.
{"formula": "C41H38IN3O12S2", "method": "wB97M-V/def2-TZVPD", "elements": ["C", "H", "H", "C", "C", "C", "H", "C", "C", "S", "N", "O", "H", "I", "N", "C", "O", "O", "O", "C", "H", "C", "H", "H", "C", "H", "H", "H", "C", "C", "C", "S", "C", "O", "C", "H", "H", "C", "H", "C", "C", "O", "H", "H", "H", "C", "H", "H", "C", "C", "N", "H", "H", "H", "O", "O", "H", "O", "H", "C", "H", "C", "C", "H", "C", "H", "H", "C", "H", "C", "H", "C", "H", "C", "C", "H", "H", "C", "C", "C", "H", "C", "H", "C", "O", "C", "H", "H", "O", "C", "H", "C", "C", "C", "H", "O", "C"], "positions_angstrom": [[-4.78, 3.16, -5.10], [3.60, 0.83, -3.15], [-0.54, 0.48, -3.82], [2.05, 1.19, -1.65], [7.40, 5.90, -2.33], [2.97, -7.90, 5.04], [-0.72, 4.40, -0.26], [1.06, -5.70, 5.11], [-3.25, -0.14, -3.25], [0.87, 3.23, 1.12], [4.20, 0.93, -1.07], [8.90, 3.51, -0.17], [-3.20, 4.30, -4.32], [-2.09, -1.46, -5.68], [-3.72, -2.70, 0.35], [-4.33, 3.50, -2.67], [3.00, -4.35, 5.10], [-3.91, -2.87, -1.94], [-1.26, -2.98, 1.24], [-3.61, 0.90, 0.97], [-2.14, -2.02, -3.10], [2.49, -5.45, 5.09], [-1.91, 4.41, 1.84], [-1.91, -4.76, 2.07], [-0.72, -0.41, -3.21], [-1.39, -4.87, 0.40], [1.22, -2.90, 0.86], [1.11, 1.28, -2.17], [3.31, 0.97, -2.12], [-1.93, -4.25, 1.11], [-3.55, -0.72, -0.81], [0.21, 0.35, 1.24], [-4.25, 4.08, -4.10], [-0.77, -2.92, 3.43], [1.08, -2.88, 1.94], [1.51, -1.96, 2.34], [3.90, 4.91, -1.61], [1.13, 1.53, 0.65], [-4.37, 1.64, 4.50], [5.64, 4.48, -1.15], [1.54, -8.15, 5.08], [-0.68, -7.28, 5.12], [3.92, 1.11, 0.99], [-4.04, 3.47, 1.28], [3.63, -8.75, 5.00], [-3.24, 3.32, 0.55], [-2.31, 3.40, -1.91], [6.33, 2.99, 0.20], [3.49, 1.11, 0.00], [-4.11, 1.43, 3.49], [2.16, 1.28, -0.28], [-0.85, 2.64, -0.40], [-3.32, 4.06, -0.24], [-5.21, 2.87, -2.57], [9.63, 5.42, -1.79], [-4.18, -1.84, 2.45], [0.40, -4.84, 5.13], [4.71, -6.32, 5.00], [-4.48, 4.35, -2.00], [-2.07, -1.04, -3.56], [-4.78, 5.03, -4.17], [7.98, 4.09, -0.71], [-0.74, 3.46, 0.30], [7.64, 6.69, -3.02], [-3.78, 1.20, 2.36], [-2.62, 2.36, -3.26], [-4.07, -4.40, 1.47], [-1.90, 3.47, 1.29], [10.07, 4.78, -1.20], [0.61, -6.96, 5.10], [0.07, -1.12, -3.43], [-3.34, 0.25, -1.79], [1.60, -3.70, 2.42], [-3.38, 1.91, 0.01], [6.00, 5.58, -2.13], [-5.62, 1.78, -6.68], [-0.67, -0.19, -2.14], [-3.67, -0.41, 0.53], [8.33, 5.20, -1.67], [-0.38, -2.93, 2.29], [-3.15, 0.74, -3.88], [-3.40, -4.06, 0.69], [4.75, -5.34, 5.02], [3.42, -6.64, 5.04], [5.08, 6.14, -2.69], [-5.22, 2.42, -5.94], [-1.76, 2.63, 1.96], [-3.59, -4.67, -0.19], [1.04, -9.25, 5.09], [-3.72, -2.21, -0.95], [-4.19, -0.60, -3.55], [6.58, 3.79, -0.49], [-3.26, 1.59, -1.35], [-3.87, -1.68, 1.30], [-0.72, -8.26, 5.11], [4.34, 4.27, -1.01], [-3.05, 2.72, -2.33]], "lowdin_charge": [-0.150, 0.099, 0.069, -0.077, 0.072, 0.073, 0.083, 0.074, -0.222, 0.892, 0.066, 0.106, 0.117, 0.818, 0.036, -0.165, 0.102, 0.128, -0.049, -0.121, 0.052, -0.316, 0.118, 0.127, -0.181, 0.128, 0.085, 0.097, -0.133, -0.114, -0.011, 0.864, -0.205, 0.132, -0.002, 0.062, 0.119, -1.024, 0.043, -0.235, -0.314, 0.117, 0.132, 0.121, 0.136, -0.125, 0.102, 0.128, -0.183, 0.177, -0.156, 0.054, 0.096, 0.124, 0.115, 0.163, 0.130, 0.116, 0.103, -0.756, 0.115, -0.312, -0.478, 0.135, -0.078, 0.099, 0.132, -0.233, 0.120, -0.234, 0.074, -0.077, 0.082, -0.102, -0.312, 0.027, 0.064, -0.016, -0.236, -0.546, 0.073, -0.075, 0.120, -0.236, 0.104, 0.117, 0.076, 0.127, 0.106, -0.322, 0.120, 0.074, -0.089, -0.331, 0.119, 0.099, -0.144], "e_lumo_ev": -1.513, "multiplicity": 1, "smiles": "C#CCCCc1c(CCCSC(=S)n2ccnc2)c(C#C)c2c(c1C[C@H](C)I)C(=O)N(CCOC(C)=O)C2=O.O=C1C=C(O)C(=O)C=C1O.O=C1C=C(O)C(=O)C=C1O", "homo_energy_ev": -9.1, "max_force_ev_per_a": 0.7}

***

2.
{"formula": "C20H19BF3N", "method": "wB97M-V/def2-TZVPD", "elements": ["H", "C", "H", "C", "H", "H", "C", "H", "F", "C", "H", "N", "F", "C", "H", "C", "C", "C", "H", "H", "C", "C", "H", "H", "H", "H", "C", "C", "C", "H", "C", "C", "C", "H", "C", "C", "C", "B", "H", "F", "H", "H", "H", "C"], "positions_angstrom": [[2.45, 2.38, -1.79], [0.46, -2.90, 2.55], [2.61, -0.47, -2.56], [-0.05, -2.31, 1.41], [-0.73, 0.86, 2.48], [0.20, -0.17, 4.60], [-1.85, 3.84, 0.52], [1.90, 2.78, 0.66], [-2.05, -1.37, -2.77], [0.66, 0.24, -3.19], [0.60, -4.32, -1.03], [-0.33, -2.88, 0.18], [-0.11, -2.71, -2.73], [-1.36, 2.93, -0.42], [-1.27, 0.99, -2.47], [0.55, -2.10, 3.70], [0.33, 3.95, 1.58], [0.52, 1.58, -1.33], [0.36, -0.44, -3.98], [0.49, -4.70, 0.72], [2.09, 0.46, -2.82], [-0.38, -0.17, 2.52], [0.99, 4.34, 2.36], [-2.89, 4.15, 0.46], [-1.48, 0.18, -0.27], [2.67, 0.95, -3.62], [0.13, -0.76, 3.68], [-0.92, -1.94, -0.64], [-1.01, -0.74, 0.04], [2.53, 0.98, -0.70], [-0.48, -0.95, 1.36], [1.99, 1.40, -1.56], [-0.04, -4.27, -0.14], [0.78, -3.94, 2.53], [-0.19, 0.95, -2.37], [-0.01, 2.50, -0.36], [0.84, 3.06, 0.64], [-1.36, -2.42, -2.14], [-1.41, 5.04, 2.27], [-2.18, -3.55, -1.97], [-0.95, -4.84, -0.33], [-2.00, 2.57, -1.22], [0.95, -2.53, 4.62], [-1.02, 4.34, 1.53]], "nbo_charge": [0.252, -0.236, 0.264, 0.109, 0.198, 0.204, -0.220, 0.224, -0.559, 0.110, 0.220, -0.342, -0.564, -0.140, 0.265, -0.239, -0.211, 0.315, 0.260, 0.194, -0.477, -0.244, 0.229, 0.232, 0.195, 0.250, -0.248, -0.035, -0.380, 0.265, -0.020, -0.495, -0.404, 0.208, -0.299, -0.089, -0.147, 1.147, 0.229, -0.545, 0.227, 0.229, 0.208, -0.141], "e_lumo_ev": -2.646, "relative_energy_kj_mol": 0.0, "multiplicity": 1, "homo_energy_ev": -6.9, "max_force_ev_per_a": 1.9}

***

3.
{"formula": "C31H52BrCuN3OP2", "method": "wB97M-V/def2-TZVPD", "elements": ["C", "C", "H", "C", "H", "C", "P", "H", "H", "H", "H", "C", "H", "H", "C", "H", "H", "C", "C", "H", "H", "N", "H", "H", "C", "H", "H", "H", "H", "H", "O", "C", "C", "C", "H", "Cu", "C", "C", "H", "C", "H", "C", "H", "C", "H", "C", "C", "C", "H", "H", "H", "H", "H", "N", "H", "H", "C", "C", "H", "P", "C", "C", "H", "C", "H", "H", "H", "C", "H", "H", "C", "H", "H", "H", "H", "H", "H", "Br", "H", "H", "H", "H", "C", "C", "H", "H", "C", "N", "C", "H", "H"], "positions_angstrom": [[-1.30, 0.24, 5.90], [6.84, 1.72, -0.50], [6.14, -2.11, -2.67], [-6.40, 5.53, -4.22], [7.82, 1.33, -0.22], [-1.83, 1.69, -1.58], [-0.36, -2.08, 0.11], [1.64, 0.79, -3.08], [-4.07, -1.19, 0.31], [-2.10, -1.04, -1.13], [1.54, -2.69, -1.17], [5.72, 1.12, 0.37], [0.38, -1.11, 6.14], [0.38, -4.02, -1.12], [-0.73, 1.65, -0.71], [0.10, -1.46, -2.82], [-1.10, -1.87, 5.50], [-2.64, 2.36, -3.79], [-4.68, 3.81, -4.03], [-2.95, -0.35, 4.66], [-2.70, -0.59, 1.28], [0.01, -0.70, 4.13], [5.81, -2.37, 2.26], [6.66, 1.51, -1.56], [1.18, -1.46, 3.73], [-2.95, 2.48, 3.25], [0.50, -3.09, -3.40], [-3.01, 1.42, 5.08], [0.52, -3.31, 1.91], [-2.47, -2.77, -0.92], [0.05, 0.51, 2.19], [0.46, -2.94, -1.27], [-4.95, 3.46, -5.37], [-2.35, 0.57, 4.86], [-1.16, -2.87, 2.19], [0.45, -0.11, 0.33], [0.47, 1.17, -1.27], [4.07, -1.28, 1.36], [-1.82, 0.03, 6.85], [-2.13, -1.87, -0.39], [1.16, -2.46, 4.17], [-0.48, -0.96, 5.47], [-3.26, -2.27, 1.48], [-2.16, 1.92, 2.74], [3.51, -0.39, 1.71], [0.68, 1.08, -2.66], [-0.51, 0.24, 3.29], [-5.44, 4.87, -3.45], [4.28, -2.58, 3.14], [2.13, -1.00, 4.06], [6.88, 2.82, -0.37], [3.51, -0.85, -1.62], [4.84, -3.05, -1.90], [-6.65, 5.13, -5.47], [-1.35, 2.61, 2.48], [4.54, -2.21, -3.42], [-3.65, 3.11, -3.27], [4.60, -0.87, -1.71], [-6.95, 6.39, -3.82], [5.26, -0.68, 0.04], [-1.63, 1.77, -2.97], [-0.47, -3.29, 1.46], [-0.65, 1.09, 6.08], [-6.01, 4.12, -6.04], [-2.86, 1.80, -1.22], [-0.82, 1.99, 0.33], [-4.41, 2.70, -5.92], [4.87, -1.86, 2.56], [-0.57, -5.40, 1.87], [-0.51, -5.08, 0.13], [-0.36, 1.42, -3.51], [4.88, 0.02, -2.30], [1.20, -1.54, 2.64], [-1.13, -2.74, -2.77], [3.32, -2.02, 0.97], [5.94, 1.24, 1.44], [5.15, -1.06, 3.25], [2.49, 1.36, -0.34], [-2.02, -4.78, 1.03], [-5.25, 5.19, -2.43], [-0.21, 1.42, -4.58], [-3.70, 3.29, -2.20], [-0.06, -2.52, -2.64], [5.06, -2.13, -2.46], [-2.56, 1.46, 1.82], [-2.51, 2.28, -4.87], [-0.92, -4.71, 1.08], [-1.62, 0.92, 3.66], [-3.09, -1.47, 0.74], [-6.31, 3.86, -7.05], [4.79, 1.69, 0.20]], "lowdin_charge": [-0.146, -0.122, 0.082, -0.125, 0.084, -0.015, 0.918, 0.107, 0.089, 0.066, 0.065, -0.384, 0.138, 0.068, -0.090, 0.046, 0.137, -0.035, -0.209, 0.140, 0.044, -0.065, 0.074, 0.069, -0.049, 0.102, 0.086, 0.134, 0.057, 0.094, -0.086, -0.377, -0.006, -0.130, 0.077, 0.036, -0.432, -0.384, 0.128, -0.361, 0.105, -0.147, 0.076, -0.016, 0.046, -0.131, -0.429, -0.005, 0.079, 0.103, 0.095, 0.023, 0.074, 0.057, 0.099, 0.087, -0.015, -0.397, 0.117, 1.200, -0.201, -0.388, 0.129, -0.117, 0.126, 0.103, 0.104, -0.146, 0.086, 0.057, 0.006, 0.087, 0.036, 0.076, 0.091, 0.097, 0.078, 0.785, 0.084, 0.107, 0.133, 0.111, -0.124, -0.134, 0.074, 0.120, -0.114, -0.084, -0.120, 0.116, -0.022], "e_lumo_ev": [-5.976, -8.278], "multiplicity": 2, "s_squared": 0.75, "total_charge": 2, "homo_energy_ev": [-12.5, -12.5], "max_force_ev_per_a": 2.6}